C4H5N2 | wB97M-V/def2-TZVPD

Geometry as ORCA input:
```
! RIJCOSX wB97M-V def2-TZVPD def2/J DEFGRID3
* xyz 1 1
C -3.031 0.237 -0.044
C 0.182 -0.264 -0.015
C -0.593 0.951 -0.002
C 1.609 -0.705 -0.001
N -0.905 -0.979 -0.022
N -1.849 0.134 0.056
H -0.498 1.519 1.038
H -0.714 1.609 -0.777
H 1.626 -1.867 -0.132
H 2.116 -0.379 0.787
H 2.059 -0.255 -0.888
*
```

Properties
orbital gap (alpha / beta)	0.3557 / 0.3557	hartree
largest force on an atom	0.12274	Eh/bohr
ΔE to the lowest compared entry with this formula, charge and spin	117.4	kcal per mole
highest occupied orbital energy (alpha / beta)	-0.6253 / -0.6252	Ha
molar mass	81.10	Da